A cluster of 2 separate species, C4H10NO in total at a distorted geometry, computed with ωB97M-V with the def2-TZVPD basis set.

Cartesian coordinates (Å):
C 1.408 0.617 -0.579
C 0.615 0.240 0.652
C -0.511 1.268 0.972
C -1.383 1.237 -0.161
O -1.863 2.171 -0.782
N -0.574 -2.890 -0.512
H 1.207 1.707 -0.920
H 1.330 -0.039 -1.568
H 2.502 0.823 -0.356
H 1.292 0.201 1.571
H -0.136 2.297 1.163
H -1.222 1.090 1.940
H -1.589 0.185 -0.431
H 0.243 -2.905 -1.125
H -0.864 -3.801 -0.179
H -0.455 -2.201 0.314

The orbital gap is 4.80 eV. For the HOMO energy, the calculation gives -13.82 eV. For the largest force on an atom, the calculation gives 7.48 eV/Å. The total charge is +1. The spin multiplicity is 1.

***

A structure of composition C4H10NO at a distorted geometry, computed with ωB97M-V with the def2-TZVPD basis set.

Cartesian coordinates (Å):
C 0.004 1.492 -0.243
C -0.557 0.010 -0.238
C 0.684 -0.507 0.580
C -1.980 -0.130 0.237
N 1.862 -0.995 -0.372
O 1.097 1.315 0.647
H 0.327 1.866 -1.112
H -0.624 2.200 0.216
H -0.519 -0.531 -1.138
H 0.756 -0.834 1.602
H -2.218 0.460 1.229
H -2.198 -1.085 0.731
H -2.798 0.016 -0.517
H 1.465 -1.719 -1.000
H 2.632 -1.431 0.211
H 2.068 -0.127 -0.831

The orbital gap (alpha / beta) is 10.08 / 10.08 eV. For the HOMO energy (alpha / beta), the calculation gives -14.52 / -14.52 eV. For the largest force on an atom, the calculation gives 5.73 eV/Å. The total charge is +1. The spin multiplicity is 1.

***

A cluster of 2 separate species, C4H10NO in total at a distorted geometry, computed with ωB97M-V with the def2-TZVPD basis set.

Cartesian coordinates (Å):
O -1.099 -0.238 -0.925
C -0.317 0.046 0.041
C 0.974 -0.430 0.296
C 1.905 -0.066 1.442
C 1.051 0.085 2.723
N -2.629 0.376 -3.967
H -0.711 0.754 0.842
H 1.337 -1.143 -0.426
H 2.431 0.910 1.443
H 2.747 -0.864 1.599
H 1.220 0.520 3.710
H 0.124 0.702 2.373
H 0.487 -0.958 2.863
H -1.997 0.430 -4.761
H -2.163 0.219 -3.093
H -3.360 -0.345 -4.159

The orbital gap is 3.01 eV. For the HOMO energy, the calculation gives -12.42 eV. For the largest force on an atom, the calculation gives 6.51 eV/Å. The total charge is +1. The spin multiplicity is 1.

***

A cluster of 2 separate species, C4H10NO in total, computed with ωB97M-V with the def2-TZVPD basis set.

Cartesian coordinates (Å):
C 1.033 0.709 0.220
C 0.513 0.102 -1.040
C -0.396 0.570 -1.880
N 1.135 -1.221 -1.370
H 0.564 1.681 0.341
H 0.793 0.111 1.101
H 2.120 0.816 0.202
H -0.726 0.020 -2.747
H -0.799 1.546 -1.655
H 1.528 -1.628 -0.512
H 1.963 -1.108 -1.968
H 0.508 -1.849 -1.872
O -2.771 0.948 2.446
C -2.049 0.066 2.798
H -2.458 -0.819 3.311
H -0.959 0.056 2.625

The orbital gap is 9.00 eV. For the HOMO energy, the calculation gives -12.94 eV. For the largest force on an atom, the calculation gives 0.99 eV/Å. The total charge is +1. The spin multiplicity is 1.

***

A cluster of 2 separate species, C4H10NO in total at a distorted geometry, computed with ωB97M-V with the def2-TZVPD basis set.

Cartesian coordinates (Å):
C -1.322 1.174 1.169
C -0.734 1.111 -0.175
C -1.187 1.888 -1.176
C 0.092 -1.279 -0.442
N 0.060 -0.003 -0.666
H -2.329 1.517 1.421
H -0.834 1.773 1.961
H -1.136 0.184 1.672
H -0.548 2.103 -2.048
H -2.190 2.308 -1.270
H -0.150 -1.890 -1.313
H 0.390 -1.837 0.439
H 0.496 0.379 -1.503
H 3.428 -3.199 0.557
H 3.142 -1.706 0.498
O 2.822 -2.523 0.876

The orbital gap is 7.94 eV. For the HOMO energy, the calculation gives -14.02 eV. For the largest force on an atom, the calculation gives 3.91 eV/Å. The total charge is +1. The spin multiplicity is 1.

***

A cluster of 2 separate species, C4H10NO in total at a distorted geometry, computed with ωB97M-V with the def2-TZVPD basis set.

Cartesian coordinates (Å):
C 1.374 -1.703 0.016
C 1.500 -0.453 -0.398
C -2.080 -0.076 0.342
C 0.907 0.645 0.354
N -1.052 0.753 -0.342
O 1.250 1.923 0.134
H 1.790 -2.525 -0.532
H 0.948 -1.916 1.042
H 1.912 -0.092 -1.322
H -1.927 -0.218 1.382
H -3.129 0.379 0.150
H -1.890 -1.164 -0.065
H 0.705 0.487 1.404
H -0.833 0.186 -1.091
H -1.330 1.787 -0.519
H 1.857 1.985 -0.555

The orbital gap (alpha / beta) is 10.13 / 10.13 eV. For the HOMO energy (alpha / beta), the calculation gives -14.90 / -14.90 eV. For the largest force on an atom, the calculation gives 3.42 eV/Å. The total charge is +1. The spin multiplicity is 1.